Version i
Molecular formula: C2H8N2O
Method: DFT, the ωB97M-V functional and the def2-TZVPD basis

Molar mass (g mol⁻¹): 76.10
Frontier orbital gap (eV): 9.7
Structure (SMILES): C=[N+](C)[O-].N

ORCA input file:
```
! wB97M-V def2-TZVPD RIJCOSX def2/J DEFGRID3
* xyz 0 1
N -1.9889 -1.1316 0.3554
H 2.1966 1.0175 1.1054
O -0.2207 1.7107 -0.5579
H -2.6495 -1.7025 0.8216
H 1.7592 -0.7643 -1.1600
N 0.6296 0.7529 -0.3809
C 1.1849 0.6033 1.0068
H -1.9838 -0.0794 0.3766
C 1.0122 0.0136 -1.3676
H -1.9461 -1.4082 -0.6300
H 0.5049 0.3831 -2.4607
H 1.1803 -0.4090 1.2384
H 0.3213 1.0138 1.6528
*
```


Version ii
Molecular formula: C2H8N2O
Method: DFT, the ωB97M-V functional and the def2-TZVPD basis

Molar mass (g mol⁻¹): 76.10
Frontier orbital gap (eV): 10.1
Structure (SMILES): C/N=C/N.O

ORCA input file:
```
! wB97M-V def2-TZVPD RIJCOSX def2/J DEFGRID3
* xyz 0 1
C -0.6062 0.1216 1.6077
C -0.2343 -1.0041 -0.4130
H 0.1020 -1.9222 -2.1301
H -0.9828 -0.8537 1.9499
H -1.5296 0.6959 1.4675
N 0.0882 -0.0509 0.3444
H 0.8466 1.7867 -0.3735
H -0.0486 0.6138 2.3942
N 0.6077 -1.6005 -1.3263
H 0.3720 3.0378 -1.1700
H -1.2624 -1.4176 -0.4596
H 1.4823 -1.9835 -1.0219
O 1.1651 2.5766 -0.8692
*
```


Version iii
Molecular formula: C2H8N2O
Method: DFT, the ωB97M-V functional and the def2-TZVPD basis

Molar mass (g mol⁻¹): 76.10
Frontier orbital gap (eV): 8.0
Structure (SMILES): N/C=C/N.O

ORCA input file:
```
! wB97M-V def2-TZVPD RIJCOSX def2/J DEFGRID3
* xyz 0 1
N -2.2785 -0.1118 -0.3345
C -0.1972 0.7111 0.6248
H 1.2919 1.3864 1.5792
C -0.9639 -0.2330 -0.1279
O 2.0568 -1.1227 -1.4285
H 1.7446 -0.2026 -1.2682
H -2.6786 0.8201 -0.2885
H -0.5706 -1.2418 -0.4981
H -0.7912 1.5311 1.1340
H 2.4553 -1.2361 -0.5420
N 1.2110 0.6590 0.8629
H 1.5404 -0.2512 1.2018
H -2.8201 -0.7084 -0.9150
*
```


version ii is favored, and the nearest alternative lies 0.0187 hartree above it.


Version i
Molecular formula: C4H10NO2S
Method: DFT, the ωB97M-V functional and the def2-TZVPD basis

Molar mass (g mol⁻¹): 136.20
Frontier orbital gap (eV): 6.1

ORCA input file:
```
! wB97M-V def2-TZVPD RIJCOSX def2/J DEFGRID3
* xyz 1 1
H 0.6048 1.6834 -1.5981
H -2.4017 -0.3527 1.5409
C 3.3458 0.1191 0.5517
H -3.6774 1.3452 0.9700
H 3.3848 -0.7418 1.2039
O -0.5065 0.2095 0.9762
H -2.5613 -2.1940 -0.1855
H -1.2093 -1.4248 -1.0978
C -1.7451 -1.5491 -0.1075
S -2.9240 1.1100 -0.2161
C 0.2370 0.7888 0.1153
C -1.8953 -0.2633 0.5894
N -0.0466 1.0230 -1.1570
O 4.0189 0.4852 -0.4304
H -0.9413 0.9262 -1.5297
H -1.0084 -2.0374 0.4583
H 2.7814 0.9277 0.9380
H 4.5443 -0.0549 -1.0216
*
```


Version ii
Molecular formula: C4H10NO2S
Method: DFT, the ωB97M-V functional and the def2-TZVPD basis

Molar mass (g mol⁻¹): 136.20
Frontier orbital gap (eV): 10.2
Structure (SMILES): [NH3+][C@H](CCS)C(=O)O

ORCA input file:
```
! wB97M-V def2-TZVPD RIJCOSX def2/J DEFGRID3
* xyz 1 1
N -0.5626 -0.6189 1.4196
H 2.0844 -0.3120 -0.6172
O 0.0140 -1.8658 -1.9702
H 0.5294 -2.0605 0.5376
C -0.4854 -1.3708 -1.0635
H -0.3919 0.4502 1.5617
O -1.7512 -0.8513 -0.7543
H 0.4807 1.2055 -1.7502
H -1.6564 -0.5104 1.1415
H -0.3332 3.0579 0.8610
H 1.5733 2.2346 -0.7962
C 1.2906 0.0399 -0.0527
H -0.5156 -1.1218 2.2126
H 1.9037 0.3773 0.9882
H -2.5661 -1.1440 -1.2811
C 0.8172 1.4618 -0.7149
C 0.2925 -1.0812 0.2712
S -0.7234 2.1095 0.0072
*
```


Version iii
Molecular formula: C4H10NO2S
Method: DFT, the ωB97M-V functional and the def2-TZVPD basis

Molar mass (g mol⁻¹): 136.20
Frontier orbital gap (eV): 9.1

ORCA input file:
```
! wB97M-V def2-TZVPD RIJCOSX def2/J DEFGRID3
* xyz 1 1
C -0.4364 0.8305 0.5533
H -0.3407 -0.0597 -2.0538
H -0.7604 -1.8185 1.8580
N -0.3615 1.7107 -0.5304
H 1.7277 -0.6089 2.4928
C -0.1710 -1.1047 -0.1498
H 0.2400 2.6098 -0.3094
H 1.6472 1.2057 0.6448
C 0.9707 0.3707 0.9642
H -1.2741 -1.5389 -2.0658
O 1.1243 -0.7365 0.2158
H 0.1576 1.1662 -1.2601
H -1.2536 1.8660 -0.8818
H -1.2610 0.8772 1.2593
C -0.3692 -1.0892 -1.6314
H 0.4622 -1.6080 -2.1064
O 1.0538 0.1562 2.3195
S -1.1554 -2.2286 0.6814
*
```


version ii is favored, and the nearest alternative lies 0.0708 hartree above it.


Version i
Molecular formula: C3H11N3
Method: DFT, the ωB97M-V functional and the def2-TZVPD basis

Molar mass (g mol⁻¹): 89.14
Frontier orbital gap (eV): 9.5
Structure (SMILES): C=CN.NCN

ORCA input file:
```
! wB97M-V def2-TZVPD RIJCOSX def2/J DEFGRID3
* xyz 0 1
H -3.3291 -1.5721 -0.6194
N -2.3880 -1.4432 -0.9528
H -2.3310 -1.5026 -1.9570
H 1.1464 3.7960 0.1719
H 0.2834 1.0212 1.7103
H 0.2329 -3.5166 -0.3832
H 2.5152 1.3926 1.0449
C -0.2886 -2.6475 -0.7613
N 1.7715 3.2149 0.7166
C 1.6960 1.7814 0.4264
C -1.4777 -2.2766 -0.3029
H -0.0216 0.4637 0.1657
H 0.1156 -2.2235 -1.6762
H 1.9070 1.6689 -0.6256
H 1.5563 3.4002 1.6904
H -1.8225 -2.7180 0.6267
N 0.4344 1.1612 0.7255
*
```


Version ii
Molecular formula: C3H11N3
Method: DFT, the ωB97M-V functional and the def2-TZVPD basis

Molar mass (g mol⁻¹): 89.14
Frontier orbital gap (eV): 8.7

ORCA input file:
```
! wB97M-V def2-TZVPD RIJCOSX def2/J DEFGRID3
* xyz 0 1
H -0.2580 -0.8815 -2.2261
H -0.7203 -2.3378 0.1121
H 0.9408 -2.2776 -0.5112
N -1.2416 1.7172 0.1658
H 0.2757 0.7712 1.3325
H -2.2213 1.6289 -0.0782
N 1.7414 0.4716 0.3494
C -0.7033 0.4954 0.7485
H 2.6236 -0.0392 0.3443
H 1.8999 1.3358 -0.1694
C 0.0265 -0.3603 -0.2312
C 0.2308 -1.7983 0.1595
H -0.4582 0.8314 -1.7790
H 0.6131 -1.8500 1.1751
N -0.2157 -0.1284 -1.5575
H -1.3969 -0.0815 1.3713
H -1.1367 2.5031 0.7942
*
```


Version iii
Molecular formula: C3H11N3
Method: DFT, the ωB97M-V functional and the def2-TZVPD basis

Molar mass (g mol⁻¹): 89.14
Frontier orbital gap (eV): 8.5
Structure (SMILES): C=C(C)N.NN

ORCA input file:
```
! wB97M-V def2-TZVPD RIJCOSX def2/J DEFGRID3
* xyz 0 1
H 0.8117 -2.0493 0.2186
H -0.0619 -1.2611 1.6182
N -2.8560 -0.0944 -1.0565
H 0.6789 2.1674 0.6619
H -3.1861 0.0093 -0.1018
H -1.1670 -0.6291 -1.9467
N -1.4811 -0.5112 -0.9848
C 0.9324 1.2767 1.2377
H -0.7058 0.2257 -0.5801
H 0.2040 1.1329 2.0368
H 2.7915 0.6197 -0.4474
H -3.4025 -0.8442 -1.4779
N 1.9061 0.2174 -0.7279
H 2.0489 -0.6262 -1.2648
H 1.9064 1.4485 1.7015
C 0.6138 -1.1560 0.7882
C 0.9665 0.0739 0.3250
*
```


version i is favored, and the nearest alternative lies 0.0343 hartree above it.


Version i
Molecular formula: C3H11N3
Method: DFT, the ωB97M-V functional and the def2-TZVPD basis

Molar mass (g mol⁻¹): 89.14
Frontier orbital gap (spin up / spin down) (eV): 8.1 / 9.9

ORCA input file:
```
! wB97M-V def2-TZVPD RIJCOSX def2/J DEFGRID3
* xyz 0 1
H 1.5916 1.9712 -0.0625
H 1.8491 -1.1603 -1.6237
H 0.3966 0.4529 -1.4719
H -0.1599 1.7984 0.5818
H -0.8481 -0.6890 1.7463
C 0.7737 1.1998 0.4653
N -2.5351 0.9691 -0.4688
N -0.7185 -0.6824 -0.3037
N -0.6811 -1.2326 0.8865
H -1.2443 -2.0889 0.9060
H -2.9534 0.6609 -1.3296
H 1.5149 -1.7421 0.1602
H -3.1115 0.5349 0.3079
H 2.5352 -0.1675 -0.2418
C 0.5184 0.1068 -0.5251
C 1.7859 -0.8825 -0.5359
H 1.2864 0.9513 1.5090
*
```


Version ii
Molecular formula: C3H11N3
Method: DFT, the ωB97M-V functional and the def2-TZVPD basis

Molar mass (g mol⁻¹): 89.14
Frontier orbital gap (eV): 8.8
Structure (SMILES): C=CN.NCN

ORCA input file:
```
! wB97M-V def2-TZVPD RIJCOSX def2/J DEFGRID3
* xyz 0 1
H -1.9119 4.1087 0.4616
H 2.6165 -2.8562 -0.3332
H 1.6721 -3.8971 -2.9360
C -2.4293 2.7644 1.9251
C 2.1827 -3.1799 -2.2811
N -2.1065 1.4315 2.3413
C 2.4393 -1.9951 -2.8577
H -0.5912 3.4847 1.1602
H 2.3772 -4.5242 -0.6727
H -3.4222 2.7673 1.4895
H 2.1559 -1.1887 -2.1744
H 2.6788 -1.7610 -3.8790
N 2.3530 -3.5749 -0.9915
H -2.3326 0.5886 1.8418
N -1.5474 3.2843 0.9095
H -1.5913 1.1769 3.1601
H -2.5429 3.3707 2.8363
*
```


version ii is favored, and the nearest alternative lies 0.1110 hartree above it.


Version i
Molecular formula: C4H5OP
Method: DFT, the ωB97M-V functional and the def2-TZVPD basis

Molar mass (g mol⁻¹): 100.06
Frontier orbital gap (spin up / spin down) (eV): 6.9 / 6.2

ORCA input file:
```
! wB97M-V def2-TZVPD RIJCOSX def2/J DEFGRID3
* xyz 0 1
H 1.8417 0.7608 -1.0111
P 2.1024 -2.0980 1.4606
H 0.7092 0.7109 1.7573
C 1.1611 0.1767 -0.4567
H 0.0436 -1.3930 -1.7120
C 0.1520 -0.6521 -0.8911
O 1.4764 -3.0426 0.5664
H -1.5470 -0.2493 0.5169
H -0.5733 -1.7862 0.8315
C -0.6080 -0.7568 0.4032
C 0.6136 0.1682 0.8820
*
```


Version ii
Molecular formula: C4H5OP
Method: DFT, the ωB97M-V functional and the def2-TZVPD basis

Molar mass (g mol⁻¹): 100.06
Frontier orbital gap (spin up / spin down) (eV): 7.0 / 7.1

ORCA input file:
```
! wB97M-V def2-TZVPD RIJCOSX def2/J DEFGRID3
* xyz 0 1
C 1.0168 -0.4047 0.3979
C 0.1686 0.8240 -0.0218
O 2.2748 -0.5859 -0.1613
C -0.0593 -1.1931 -0.2829
H -1.8418 0.0504 -1.0356
C -0.7981 -0.1323 -0.5589
H 0.4271 1.6972 -0.6426
H -0.2003 1.4320 0.8371
H -0.2058 -2.1772 -0.4205
H 0.9310 -0.7465 1.4911
P 3.6892 0.1020 0.2119
*
```


version i is favored, and the nearest alternative lies 0.0030 hartree above it.


Version i
Molecular formula: C5H12N2O2
Method: DFT, the ωB97M-V functional and the def2-TZVPD basis

Molar mass (g mol⁻¹): 132.16
Frontier orbital gap (eV): 10.3
Structure (SMILES): C=C(C)[C@@](N)(O)OCN

ORCA input file:
```
! wB97M-V def2-TZVPD RIJCOSX def2/J DEFGRID3
* xyz 0 1
C 1.4554 0.0095 -0.5660
O -0.7837 -0.7293 -0.2904
C 2.1681 1.0380 -1.0062
C 1.8922 -1.4145 -0.6918
H -2.7240 0.6232 1.6079
H -2.6059 -1.0428 1.5347
H -0.4699 0.1653 2.1179
C -2.4099 -0.1344 -0.2377
H 2.8915 -1.4841 -1.1241
H 1.8854 -1.8829 0.2961
H 1.1816 -1.9632 -1.3120
N -2.8880 -0.2019 1.0449
N 0.3821 0.0344 1.5854
H 1.0605 0.7235 1.8879
H -2.6804 -0.9733 -0.8699
H 3.1053 0.8835 -1.5230
H -2.6183 0.8243 -0.7092
H -0.3830 1.7380 -0.9794
C 0.1223 0.1814 0.1688
H 1.8380 2.0614 -0.9012
O -0.4191 1.5437 -0.0326
*
```


Version ii
Molecular formula: C5H12N2O2
Method: DFT, the ωB97M-V functional and the def2-TZVPD basis

Molar mass (g mol⁻¹): 132.16
Frontier orbital gap (eV): 9.4
Structure (SMILES): CCc1cnc[nH]1.O.O

ORCA input file:
```
! wB97M-V def2-TZVPD RIJCOSX def2/J DEFGRID3
* xyz 0 1
N -0.4966 -1.2138 -0.8181
N -2.2494 -0.5480 0.3887
H 1.9718 0.7842 -0.7688
C 0.1657 0.9885 -1.9655
H 0.4783 0.3668 -2.8231
C 1.4527 1.5291 -1.3675
C -1.4981 -1.5693 0.0699
H -0.5287 1.6613 -2.4652
H 0.1238 -1.8733 -1.2290
H 2.3345 -1.7386 2.0248
H -1.5657 -2.5917 0.4005
H 1.2153 -0.7478 2.2457
H 1.2789 2.3893 -0.7157
O -0.4583 -0.4215 2.9694
C -1.7515 0.5026 -0.3338
O 2.1936 -0.7836 2.1591
H -1.3748 -0.7332 2.8290
H -0.5436 0.5475 3.0111
H -2.2124 1.4695 -0.4043
C -0.6491 0.1122 -1.0421
H 2.1138 1.8699 -2.1651
*
```


Version iii
Molecular formula: C5H12N2O2
Method: DFT, the ωB97M-V functional and the def2-TZVPD basis

Molar mass (g mol⁻¹): 132.16
Frontier orbital gap (eV): 8.9

ORCA input file:
```
! wB97M-V def2-TZVPD RIJCOSX def2/J DEFGRID3
* xyz 0 1
H -1.0102 -1.9133 0.8446
H -1.2266 1.7720 -0.1920
H 1.7833 1.7640 0.0236
H 2.0866 -0.1435 -1.5337
C 0.0912 -0.4950 0.5610
H -2.0253 -0.9258 -1.4588
H 3.2695 -0.7010 -0.3231
C -0.8559 0.0990 1.4990
H 1.9087 -1.7486 -0.7808
N 1.7045 1.1728 0.8503
H -0.2706 0.8381 -1.3193
H -2.9530 -0.1284 -0.1767
C -2.2733 0.0399 -1.0157
O -0.2059 -1.7631 0.2679
H 2.5817 1.1956 1.3580
C -1.0377 0.7618 -0.5487
N 1.4284 -0.1599 0.4849
H -2.8103 0.6242 -1.7681
H -0.6160 1.0680 1.9363
O -1.7859 -0.6372 1.8984
C 2.2166 -0.7196 -0.6071
*
```


version ii is favored, and the nearest alternative lies 0.0541 hartree above it.


Version i
Molecular formula: C5H12N2O2
Method: DFT, the ωB97M-V functional and the def2-TZVPD basis

Molar mass (g mol⁻¹): 132.16
Frontier orbital gap (eV): 10.3
Structure (SMILES): CCC(N)=O.CC(N)=O

ORCA input file:
```
! wB97M-V def2-TZVPD RIJCOSX def2/J DEFGRID3
* xyz 0 1
H -0.7550 0.0748 3.2690
N -0.5396 -0.8854 3.4793
H 1.2629 0.7847 3.4366
O 1.1005 -2.4211 3.7522
C -0.9746 0.8830 -1.7779
C 0.8152 -0.1588 -3.1745
C -0.7358 -0.0424 -2.9038
H -1.2688 -1.5639 3.5873
H 1.2562 0.8275 -3.0871
H -2.8412 1.6572 -2.4518
H 1.9908 -0.2360 2.1244
H -2.2400 2.1400 -0.8840
N -2.0917 1.6918 -1.7842
O -0.2093 0.9583 -0.8191
H 1.0077 -0.5059 -4.1869
C 1.7389 -0.1582 3.1839
H -1.0884 -1.0304 -2.6138
H -1.1126 0.2811 -3.8737
C 0.7723 -1.2780 3.5371
H 2.7237 -0.1316 3.6492
H 1.1886 -0.8870 -2.4623
*
```


Version ii
Molecular formula: C5H12N2O2
Method: DFT, the ωB97M-V functional and the def2-TZVPD basis

Molar mass (g mol⁻¹): 132.16
Frontier orbital gap (spin up / spin down) (eV): 9.3 / 9.3

ORCA input file:
```
! wB97M-V def2-TZVPD RIJCOSX def2/J DEFGRID3
* xyz 0 1
H 1.4736 -2.0548 -0.6811
H 1.8534 1.4724 -0.0153
N -2.8896 -0.7688 0.5346
H 1.5758 -1.8424 -2.5106
C 1.7067 -1.4153 -1.5244
H -1.5760 2.7242 1.9456
C -1.2371 1.9363 1.2822
H -0.2959 -0.2726 -1.0870
H -3.3864 -0.7127 -0.3477
H 1.9328 -0.1020 0.7839
C 2.3467 0.4961 -0.0280
O -0.6176 -1.3228 0.8349
C 2.1594 -0.1761 -1.3539
H -2.8091 0.2732 1.5173
C -1.5551 -0.3858 0.3749
H -1.1455 -1.9962 1.2828
N -1.6695 0.7545 1.4362
H 2.4216 0.4142 -2.2287
H -0.5489 2.1694 0.4730
H 3.4086 0.6841 0.1567
O -1.1478 0.1255 -0.8454
*
```


version i is favored, and the nearest alternative lies 0.1492 hartree above it.


Version i
Molecular formula: C2H4NOS2
Method: DFT, the ωB97M-V functional and the def2-TZVPD basis

Molar mass (g mol⁻¹): 122.19
Frontier orbital gap (eV): 6.9

ORCA input file:
```
! wB97M-V def2-TZVPD RIJCOSX def2/J DEFGRID3
* xyz -1 1
S -0.7144 2.1016 3.1866
C -1.2219 1.2334 1.7534
H -1.3751 1.4848 -0.1481
S -1.3134 -0.3262 1.2245
H 1.0390 0.0264 -1.6709
C 1.2598 -1.6887 -1.2820
O -1.4399 2.1131 0.7738
N 1.8160 -0.5881 -1.4593
H 1.8124 -2.5999 -0.9395
H 0.1376 -1.7565 -1.4385
*
```


Version ii
Molecular formula: C2H4NOS2
Method: DFT, the ωB97M-V functional and the def2-TZVPD basis

Molar mass (g mol⁻¹): 122.19
Frontier orbital gap (spin up / spin down) (eV): 7.1 / 7.0

ORCA input file:
```
! wB97M-V def2-TZVPD RIJCOSX def2/J DEFGRID3
* xyz -1 1
S 0.8422 0.7002 -0.3226
H -1.3379 0.0692 1.2200
O 1.5073 -1.9651 -0.3067
C 0.8722 -1.2007 -0.9728
H 1.7386 1.2595 1.4739
S 0.0540 -1.1782 -2.4118
H -1.7774 -0.1985 -0.4255
H -2.1262 1.4938 0.4433
C -1.5701 0.5748 0.4172
N 1.7971 0.4450 0.8849
*
```


version i is favored, and the nearest alternative lies 0.0721 hartree above it.